A 5-piece molecular cluster, C22H40B3FN4O5 overall at a distorted geometry. Source: the OMol25 dataset; level of theory: the ωB97M-V functional and the def2-TZVPD basis.

For the HOMO-LUMO gap, the calculation gives 0.4051 Eh. The total energy comes out at -1632.05690 hartree. For the largest force on an atom, the calculation gives 0.1920 Eh/bohr. The value obtained for the HOMO energy is -10.7 eV. The SMILES is CCCCB1OB(O)OB(CC(=O)F)O1.CCCC#N.CCCC#N.CCCC#N.CCCC#N. As for the total charge: 0.

CARTESIAN COORDINATES (ANGSTROEM)
C: 4.49355 -2.07308 -2.70704
C: 3.82566 -1.53129 -4.12337
C: 3.16892 -0.05877 -3.81565
C: 2.09020 0.28039 -5.01562
B: 0.57462 0.05383 -4.42240
O: 0.03787 0.55364 -3.14273
B: -0.77897 -0.57363 -2.60772
O: -1.73158 -0.21263 -1.50586
O: -0.67551 -1.98603 -3.04323
B: -0.34247 -2.09478 -4.48278
C: 0.08166 -3.47869 -5.27759
C: 0.61087 -4.68803 -4.29531
O: -0.23112 -5.43341 -3.54663
F: 2.05876 -5.04216 -4.21364
O: -0.35659 -0.79622 -5.24589
H: 3.73279 -1.89430 -1.80908
H: 4.78803 -3.20774 -2.80305
H: 5.42925 -1.37713 -2.45907
H: 4.59895 -1.48478 -5.01734
H: 2.92712 -2.23494 -4.46487
H: 3.95912 0.82109 -3.76643
H: 2.53413 -0.16886 -2.82586
H: 2.25228 -0.56790 -5.84002
H: 2.26912 1.30133 -5.55819
H: -1.74369 -0.93116 -0.80680
H: -0.74268 -3.84918 -6.05766
H: 1.01700 -3.18261 -5.95822
C: 0.03082 1.82152 2.50094
C: -1.18480 2.38856 1.77911
C: -2.50267 1.76446 2.23729
C: -2.59930 0.34206 1.88365
N: -2.67353 -0.78299 1.60852
H: 0.16587 0.75740 2.28399
H: 0.93695 2.34434 2.17846
H: -0.06312 1.94348 3.58461
H: -1.05695 2.25529 0.69797
H: -1.22605 3.46851 1.96570
H: -3.33179 2.30436 1.76494
H: -2.61965 1.88908 3.31976
C: -3.85115 2.93353 7.01596
C: -2.32933 2.90354 6.95711
C: -1.71108 4.26935 6.65949
C: -2.03890 4.74826 5.31011
N: -2.30197 5.12882 4.24573
H: -4.28478 3.20198 6.04767
H: -4.23604 1.94616 7.29051
H: -4.20163 3.65328 7.76238
H: -2.01181 2.17083 6.20525
H: -1.95196 2.55261 7.92522
H: -0.62149 4.19138 6.75307
H: -2.04138 5.00057 7.40593
C: -2.28601 -7.49043 -8.72044
C: -3.27880 -6.46204 -8.19406
C: -3.14711 -5.09718 -8.86936
C: -1.86872 -4.44285 -8.56077
N: -0.85661 -3.92805 -8.32085
H: -1.25371 -7.19919 -8.50316
H: -2.46432 -8.46131 -8.24713
H: -2.38813 -7.61737 -9.80279
H: -3.15392 -6.36264 -7.10894
H: -4.29369 -6.84053 -8.36599
H: -3.96635 -4.45380 -8.52738
H: -3.25998 -5.20368 -9.95420
C: 4.38081 4.63183 8.90084
C: 3.16520 5.19887 8.17901
C: 1.84732 4.57477 8.63719
C: 1.75070 3.15236 8.28355
N: 1.67647 2.02732 8.00842
H: 4.51587 3.56770 8.68389
H: 5.28695 5.15464 8.57836
H: 4.28688 4.75378 9.98451
H: 3.29304 5.06560 7.09787
H: 3.12394 6.27882 8.36560
H: 1.01821 5.11467 8.16484
H: 1.73035 4.69939 9.71967

---

A 11-piece molecular cluster, C22H40BNO44S9 overall at a distorted geometry. Source: the OMol25 dataset; level of theory: the ωB97M-V functional and the def2-TZVPD basis.

For the HOMO-LUMO gap, the calculation gives 0.3039 Eh. The total energy comes out at -7835.87330 hartree. For the largest force on an atom, the calculation gives 0.1301 Eh/bohr. The value obtained for the HOMO energy is -10.3 eV. As for the total charge: 0.

CARTESIAN COORDINATES (ANGSTROEM)
N: -1.45436 -20.19557 -18.47381
H: -2.18407 -20.86492 -18.67280
H: -1.48061 -19.48225 -19.18836
H: -0.50565 -20.53439 -18.54640
H: -1.53181 -19.73895 -17.57626
O: -2.19959 -17.59359 -9.84166
C: -1.66675 -17.22164 -10.91476
O: -2.05928 -17.56598 -12.10273
B: -1.41969 -16.78728 -13.19718
O: -0.36866 -15.98439 -12.50650
C: -0.48600 -16.20049 -11.19095
O: -0.01640 -15.59105 -10.25352
O: -0.85284 -17.70806 -14.22920
C: -1.75411 -17.80498 -15.19947
O: -1.73434 -18.60869 -16.17429
C: -2.80846 -16.65139 -14.96176
O: -2.52208 -16.00743 -13.87236
O: -3.77792 -16.44565 -15.80149
C: -2.32398 -15.71951 -7.02807
C: -2.01434 -17.25529 -6.76290
O: -2.03023 -17.39513 -5.36263
S: -2.88202 -16.21077 -4.58277
O: -2.36898 -15.83979 -3.26749
O: -4.27739 -16.51310 -4.68459
O: -2.34673 -15.09349 -5.72114
H: -3.38195 -15.63453 -7.27621
H: -1.64949 -15.19011 -7.70105
H: -1.09045 -17.58719 -7.23657
H: -2.74836 -17.90035 -7.24582
C: 1.47133 -15.78996 -7.49439
C: 1.61310 -17.13785 -6.94359
O: 3.00992 -17.38217 -6.69532
S: 3.89970 -16.09256 -6.95154
O: 4.54169 -16.11867 -8.30304
O: 4.86332 -15.79713 -5.84468
O: 2.58801 -15.02460 -7.01348
H: 0.61174 -15.24822 -7.09977
H: 1.47429 -15.78427 -8.58437
H: 1.24059 -17.73758 -7.77405
H: 1.03470 -17.22413 -6.02374
C: -4.61873 -13.06365 -11.30696
C: -3.81751 -14.33214 -11.25230
O: -2.57833 -14.06182 -10.64493
S: -2.45473 -12.51359 -10.06293
O: -2.07636 -11.59542 -11.15573
O: -2.04342 -12.23985 -8.66217
O: -4.14709 -12.53241 -10.08459
H: -5.68838 -13.23940 -11.19267
H: -4.40082 -12.48759 -12.20628
H: -3.67956 -14.67380 -12.27813
H: -4.25407 -15.26427 -10.89363
C: 2.19170 -17.24135 -15.59498
C: 3.19667 -17.28122 -14.49659
O: 4.05036 -16.21565 -14.74816
S: 4.14746 -15.79186 -16.42399
O: 5.30495 -16.40725 -17.10119
O: 3.90216 -14.39214 -16.58045
O: 2.86536 -16.78672 -16.74694
H: 1.42271 -16.47766 -15.47862
H: 1.71342 -18.17456 -15.89242
H: 3.77926 -18.20208 -14.52368
H: 2.74097 -17.18605 -13.51101
C: 0.70094 -13.09331 -14.22755
C: 0.21832 -11.61064 -14.15688
O: 0.34052 -11.09033 -15.49026
S: 1.65319 -11.73989 -16.28912
O: 2.83308 -10.89795 -16.04228
O: 1.33992 -12.06864 -17.67548
O: 1.60151 -13.13660 -15.31366
H: -0.09618 -13.80013 -14.45800
H: 1.06797 -13.48201 -13.27766
H: 0.89563 -11.03859 -13.52278
H: -0.79201 -11.68600 -13.75483
C: -6.58879 -12.70576 -15.75130
C: -6.43137 -11.47644 -14.90659
O: -5.12701 -11.75167 -14.28590
S: -4.10255 -12.51997 -15.30535
O: -3.14599 -13.27948 -14.50009
O: -3.69742 -11.56800 -16.30213
O: -5.41011 -13.40786 -15.89244
H: -6.94159 -12.50117 -16.76213
H: -7.12047 -13.45644 -15.16658
H: -7.25845 -11.40200 -14.20054
H: -6.34990 -10.66538 -15.63022
C: -7.26914 -18.90533 -7.01459
C: -6.13774 -19.48665 -6.21144
O: -5.52513 -20.30043 -7.11758
S: -5.50142 -19.68952 -8.64198
O: -6.26798 -20.52966 -9.56188
O: -4.24182 -19.07923 -9.19781
O: -6.56841 -18.45264 -8.11563
H: -7.80185 -18.04911 -6.60083
H: -7.91521 -19.74660 -7.26552
H: -6.37224 -20.05925 -5.31409
H: -5.56902 -18.62660 -5.85793
C: 0.42429 -20.11784 -12.39180
C: 0.16286 -20.42963 -10.94215
O: 1.55716 -20.56639 -10.42844
S: 2.45091 -19.30026 -11.03268
O: 3.67925 -19.78799 -11.63693
O: 2.60906 -18.19552 -10.11658
O: 1.28489 -18.99813 -12.21128
H: -0.55168 -19.85844 -12.80202
H: 0.73372 -21.02861 -12.90448
H: -0.44825 -21.31824 -10.78400
H: -0.38272 -19.63876 -10.42739
C: -6.30030 -18.53534 -18.98038
C: -4.80379 -18.37507 -19.03858
O: -4.24389 -19.02696 -17.94291
S: -5.36966 -19.50508 -16.84310
O: -5.26230 -18.77725 -15.62382
O: -5.54632 -20.92133 -16.80432
O: -6.61516 -18.77495 -17.63942
H: -6.71669 -19.25687 -19.68331
H: -6.76532 -17.60621 -19.30988
H: -4.42181 -17.37130 -19.22467
H: -4.55043 -18.91424 -19.95139